No. 1
{
  "formula": "C3H3NO2",
  "method": "ωB97M-V/def2-TZVPD",
  "species": ["C", "O", "C", "H", "O", "N", "C", "H", "H"],
  "coordinates": [[-0.962, 1.228, -0.161], [0.231, -0.312, -1.516], [0.646, -0.419, 0.865], [1.164, -0.548, -1.382], [1.622, -1.097, 0.666], [-1.542, 2.224, -0.068], [-0.303, -0.086, -0.262], [0.223, -0.170, 1.851], [-1.080, -0.819, 0.006]],
  "forces_ev_per_angstrom": [[-0.49, 1.02, 0.22], [0.18, -0.03, -0.16], [0.01, -0.55, 0.02], [-0.10, -0.12, -0.05], [-0.27, 0.73, 0.18], [0.67, -1.01, -0.08], [-0.12, 0.01, -0.01], [0.45, 0.07, 0.26], [-0.33, -0.11, -0.38]],
  "nbo_charge": [0.2442, -0.6669, 0.4306, 0.4950, -0.4990, -0.2753, -0.0939, 0.1363, 0.2290],
  "largest_force_ev_per_a": 1.22,
  "lumo_ev": 0.13,
  "e_homo_ev": -11.16,
  "e_tot_ha": -321.3089,
  "mol_weight_g_mol": 85.06
}

No. 2
{
  "formula": "C3H3NO2",
  "method": "ωB97M-V/def2-TZVPD",
  "species": ["C", "N", "C", "H", "H", "O", "H", "O", "C"],
  "coordinates": [[-0.016, 0.559, 0.359], [1.585, 0.027, 0.044], [-1.045, -0.402, 0.070], [-2.779, -1.291, -1.061], [0.135, 0.689, 1.446], [2.200, 0.781, -0.618], [-0.090, 1.481, -0.129], [1.870, -0.962, 0.602], [-1.860, -0.882, -0.714]],
  "forces_ev_per_angstrom": [[2.55, -1.76, 2.29], [-5.10, 1.63, 0.52], [-0.91, -0.28, -2.98], [0.10, -0.26, -0.32], [-0.30, 0.18, -0.47], [1.79, 0.86, -1.18], [-0.19, 1.14, -0.88], [1.35, -2.07, 0.73], [0.71, 0.56, 2.28]],
  "nbo_charge": [-0.3725, 0.5865, -0.0628, 0.2386, 0.2332, -0.3568, 0.2351, -0.3486, -0.1526],
  "largest_force_ev_per_a": 5.38,
  "lumo_ev": 0.64,
  "e_homo_ev": -10.20,
  "e_tot_ha": -321.1492,
  "mol_weight_g_mol": 85.06
}

No. 3
{
  "formula": "C3H3NO2",
  "method": "ωB97M-V/def2-TZVPD",
  "species": ["O", "O", "H", "H", "C", "C", "C", "N", "H"],
  "coordinates": [[-1.465, -0.784, -0.981], [0.147, 1.450, -0.647], [0.194, 0.584, 1.070], [0.114, 1.225, -1.540], [-0.700, -0.933, -0.105], [0.443, 0.339, 0.065], [1.724, -0.281, -0.123], [2.634, -0.778, -0.586], [-0.401, -1.869, 0.538]],
  "forces_ev_per_angstrom": [[-1.47, -0.70, -0.34], [0.11, 0.98, 1.25], [0.57, 0.26, 1.25], [-0.21, -0.40, -2.65], [3.85, 1.04, 0.25], [-2.63, -2.23, 1.66], [-0.84, 0.76, -0.24], [1.67, -0.93, -0.32], [-1.07, 1.22, -0.86]],
  "nbo_charge": [-0.4803, -0.6448, 0.2177, 0.4791, 0.4439, -0.0883, 0.2144, -0.2795, 0.1377],
  "largest_force_ev_per_a": 4.00,
  "lumo_ev": 0.43,
  "e_homo_ev": -10.16,
  "e_tot_ha": -321.2835,
  "mol_weight_g_mol": 85.06
}

No. 4
{
  "formula": "C3H3NO2",
  "method": "ωB97M-V/def2-TZVPD",
  "species": ["O", "N", "C", "H", "H", "H", "C", "O", "C"],
  "coordinates": [[-2.221, 0.863, 0.262], [-1.132, -1.152, 0.957], [0.434, -0.323, -0.283], [1.442, 1.367, -0.985], [2.182, 0.535, 0.505], [-0.799, -0.394, -1.032], [-1.543, -0.127, 0.237], [0.207, -1.318, 0.615], [1.430, 0.548, -0.277]],
  "forces_ev_per_angstrom": [[1.06, -1.88, -0.85], [-0.28, 1.09, -0.75], [-0.45, -0.64, -0.34], [0.09, -0.22, -0.12], [-0.12, -0.18, -0.08], [2.79, 0.42, 1.08], [-2.28, 1.14, 2.54], [0.03, 0.10, -1.19], [-0.85, 0.17, -0.29]],
  "nbo_charge": [-0.4848, -0.2142, 0.1902, 0.2345, 0.2439, 0.2085, 0.5941, -0.3174, -0.4550],
  "largest_force_ev_per_a": 3.59,
  "lumo_ev": -0.18,
  "e_homo_ev": -9.65,
  "e_tot_ha": -321.1525,
  "mol_weight_g_mol": 85.06
}

No. 5
{
  "formula": "C3H3NO2",
  "method": "ωB97M-V/def2-TZVPD",
  "species": ["C", "O", "N", "H", "H", "H", "C", "O", "C"],
  "coordinates": [[-1.428, -0.412, -0.250], [-0.880, -1.490, -0.314], [-0.951, 0.671, 0.517], [-2.382, -0.210, -0.754], [1.067, -0.254, -1.242], [0.724, 1.551, 1.259], [0.312, 0.795, 0.583], [2.252, -0.562, 0.371], [1.286, -0.089, -0.170]],
  "forces_ev_per_angstrom": [[0.14, -0.59, -0.17], [-0.38, 0.56, 0.11], [0.14, -0.04, 0.02], [0.04, 0.06, 0.03], [0.07, 0.03, 0.12], [0.03, -0.17, -0.19], [-0.07, -0.03, 0.16], [-0.29, 0.33, -0.13], [0.33, -0.14, 0.05]],
  "nbo_charge": [0.5080, -0.5222, -0.4500, 0.1381, 0.1339, 0.2060, 0.1036, -0.4794, 0.3621],
  "largest_force_ev_per_a": 0.68,
  "lumo_ev": -0.73,
  "e_homo_ev": -10.10,
  "e_tot_ha": -321.3006,
  "mol_weight_g_mol": 85.06
}

No. 6
{
  "formula": "C3H3NO2",
  "method": "ωB97M-V/def2-TZVPD",
  "species": ["N", "H", "O", "O", "C", "C", "H", "C", "H"],
  "coordinates": [[-0.365, -1.448, 0.397], [-2.494, -1.739, 0.497], [-0.932, 0.994, -0.258], [1.826, -0.135, -0.011], [0.684, 0.447, -0.199], [0.498, 1.615, -0.637], [0.708, 2.621, -0.385], [-1.520, -1.307, 0.403], [1.562, -1.037, 0.203]],
  "forces_ev_per_angstrom": [[-2.63, -0.31, 0.30], [-0.46, 0.87, -0.14], [3.80, -0.45, -0.01], [-0.23, -2.48, 1.24], [-0.77, 4.04, -2.02], [-3.01, 0.98, 0.49], [0.26, 0.75, -0.48], [2.37, -2.53, 0.38], [0.67, -0.88, 0.23]],
  "nbo_charge": [-0.4233, 0.2397, -0.5646, -0.6211, 0.5253, -0.0961, 0.2120, 0.2168, 0.5113],
  "largest_force_ev_per_a": 4.59,
  "lumo_ev": 0.12,
  "e_homo_ev": -8.16,
  "e_tot_ha": -321.0717,
  "mol_weight_g_mol": 85.06
}

No. 7
{
  "formula": "C3H3NO2",
  "method": "ωB97M-V/def2-TZVPD",
  "species": ["C", "O", "H", "C", "H", "O", "C", "N", "H"],
  "coordinates": [[0.396, -0.522, 0.682], [-0.753, -1.213, 0.157], [1.316, -1.126, 0.559], [0.035, 0.620, -0.379], [0.283, -0.331, 1.768], [-2.014, -0.273, -1.531], [-1.107, -0.266, -0.767], [0.608, 1.714, -0.617], [1.236, 1.396, 0.128]],
  "forces_ev_per_angstrom": [[-0.25, 0.09, -0.28], [-0.64, -0.70, -0.08], [-0.40, 0.49, -0.36], [0.44, -0.94, 0.99], [-0.16, 0.31, -0.64], [0.37, -0.05, 0.34], [-0.82, -0.22, -0.54], [-0.32, -1.38, 0.65], [1.79, 2.41, -0.08]],
  "nbo_charge": [-0.1778, -0.4740, 0.2010, 0.1328, 0.2011, -0.4927, 0.7205, -0.4667, 0.3558],
  "largest_force_ev_per_a": 3.01,
  "lumo_ev": -0.27,
  "e_homo_ev": -10.99,
  "e_tot_ha": -321.2772,
  "mol_weight_g_mol": 85.06
}

No. 8
{
  "formula": "C3H3NO2",
  "method": "ωB97M-V/def2-TZVPD",
  "species": ["C", "C", "C", "H", "O", "N", "H", "O", "H"],
  "coordinates": [[0.943, -0.087, -1.202], [0.718, -1.056, -0.461], [-0.645, 1.408, 0.331], [-0.099, 0.857, -2.079], [-1.512, 1.626, 1.002], [0.812, 0.960, -1.820], [0.353, -1.409, 0.424], [1.680, -2.054, -0.939], [1.290, -2.838, -1.080]],
  "forces_ev_per_angstrom": [[-0.72, 4.60, -1.20], [3.24, -5.64, -0.42], [-0.05, 0.27, 0.52], [-3.33, 0.41, -2.31], [-0.79, 0.22, 0.56], [3.57, 0.13, 0.38], [-1.38, 0.59, 2.37], [1.91, 3.87, 0.93], [-2.44, -4.45, -0.84]],
  "nbo_charge": [0.3910, -0.1511, 0.4861, 0.3586, -0.4890, -0.5768, 0.2221, -0.6980, 0.4571],
  "largest_force_ev_per_a": 6.51,
  "lumo_ev": 0.29,
  "e_homo_ev": -9.16,
  "e_tot_ha": -321.1954,
  "mol_weight_g_mol": 85.06
}

No. 9
{
  "formula": "C3H3NO2",
  "method": "ωB97M-V/def2-TZVPD",
  "species": ["O", "N", "C", "C", "O", "H", "H", "C", "H"],
  "coordinates": [[0.756, -1.442, 0.406], [0.386, 0.913, 0.438], [-0.479, 0.257, -0.352], [1.282, 0.237, 0.929], [-1.447, 0.888, -1.053], [-1.327, 1.841, -0.920], [1.829, 0.285, 1.831], [-0.240, -1.110, -0.362], [-0.762, -1.868, -0.916]],
  "forces_ev_per_angstrom": [[1.48, 2.06, 1.19], [-0.55, 1.25, -0.63], [-0.50, -1.41, -0.48], [-1.03, -3.55, -0.79], [-0.21, 0.66, -0.10], [-0.11, -0.29, -0.11], [0.68, -0.37, 0.52], [0.30, 1.74, 0.60], [-0.06, -0.10, -0.19]],
  "nbo_charge": [-0.5146, -0.4311, 0.2887, 0.2984, -0.6654, 0.4894, 0.2141, 0.1158, 0.2048],
  "largest_force_ev_per_a": 3.78,
  "lumo_ev": 0.69,
  "e_homo_ev": -8.09,
  "e_tot_ha": -321.2654,
  "mol_weight_g_mol": 85.06
}

No. 10
{
  "formula": "C3H3NO2",
  "method": "ωB97M-V/def2-TZVPD",
  "species": ["N", "C", "H", "H", "C", "C", "O", "O", "H"],
  "coordinates": [[-1.164, -0.086, -0.614], [-0.801, -1.276, -0.595], [-1.550, 0.818, -0.669], [0.645, 1.702, -0.481], [0.590, -1.324, 0.121], [0.203, 1.000, 0.243], [1.000, -0.051, 0.517], [1.259, -2.280, 0.332], [-0.183, 1.496, 1.147]],
  "forces_ev_per_angstrom": [[2.67, 1.34, 1.58], [-0.34, 0.58, -0.08], [-1.93, -0.26, -1.03], [-0.30, -0.37, 0.07], [0.31, -0.69, 0.05], [-0.28, -0.70, -0.26], [0.41, -0.13, 0.19], [-0.42, 0.55, -0.14], [-0.11, -0.34, -0.38]],
  "nbo_charge": [-0.5750, 0.0843, 0.4688, 0.1767, 0.6927, -0.0409, -0.4987, -0.4857, 0.1777],
  "largest_force_ev_per_a": 3.38,
  "lumo_ev": 0.26,
  "e_homo_ev": -8.97,
  "e_tot_ha": -321.2041,
  "mol_weight_g_mol": 85.06
}